This record from the OMol25 dataset describes the molecule C6H9N. The level of theory is ωB97M-V with the def2-TZVPD basis set.

```
16
Properties=species:S:1:pos:R:3:forces:R:3
C -1.3944 1.4958 0.3716 0.04 -0.03 -0.04
C -0.2761 0.8778 -0.0129 -0.17 0.03 -0.06
N 0.9972 1.4626 -0.1117 -0.05 0.03 0.08
C 1.9566 0.4429 -0.2063 0.01 -0.11 0.00
C 1.3922 -0.7523 -0.3842 0.08 0.10 -0.02
C -0.1102 -0.5728 -0.4595 -0.04 0.03 -0.02
C -0.9679 -1.5981 0.2759 -0.05 -0.04 0.03
H -2.3364 0.9609 0.4197 0.17 0.05 -0.03
H -1.4080 2.5540 0.6186 0.05 -0.17 0.01
H 1.1960 2.3104 0.3968 -0.02 -0.12 -0.05
H 3.0076 0.7074 -0.1880 -0.15 -0.08 0.04
H 1.9113 -1.6852 -0.5605 -0.06 0.14 0.01
H -0.3979 -0.6053 -1.5222 0.03 -0.01 0.06
H -0.7469 -2.6057 -0.0923 -0.02 0.13 0.05
H -2.0326 -1.4126 0.1001 0.14 -0.01 0.05
H -0.7904 -1.5798 1.3547 0.03 0.05 -0.12
```
Forces are in eV/Å.

Calculated values
Highest occupied orbital energy = -7.57 eV
SMILES string = C=C1NC=C[C@H]1C
E_tot = -7857.0976 eV
ΔE to the lowest compared entry with this formula, charge and spin = 1.062 eV
Kohn-Sham gap = 8.692 eV

Table of Löwdin atomic charges, one value per atom, all in e: number 1, C, carries 0.039; number 2, C, carries -0.321; number 3, N, carries 0.033; number 4, C, carries -0.125; number 5, C, carries -0.069; number 6, C, carries -0.315; number 7, C, carries -0.069; number 8, H, carries 0.048; number 9, H, carries 0.051; number 10, H, carries 0.135; number 11, H, carries 0.112; number 12, H, carries 0.099; number 13, H, carries 0.150; number 14, H, carries 0.076; number 15, H, carries 0.071; number 16, H, carries 0.085

***

This record from the OMol25 dataset describes the molecule C6H9N. The level of theory is ωB97M-V with the def2-TZVPD basis set.

```
16
Properties=species:S:1:pos:R:3:forces:R:3
C 1.3683 -0.7297 -0.0829 0.11 1.36 -0.26
C 1.3699 0.6251 -0.0005 0.65 -0.39 -0.05
C 0.1436 1.5416 0.0864 0.08 0.55 -0.20
C -0.9481 0.6020 -0.4543 1.32 -0.35 -0.46
N -2.2122 -0.0726 -0.1711 0.07 0.16 0.91
C -0.9305 -0.6295 0.3802 -0.68 1.12 0.43
C 0.1013 -1.5893 -0.1026 0.38 -0.17 -0.20
H 2.3489 -1.1956 -0.1702 -0.27 -0.17 0.03
H 2.3423 1.1601 -0.0497 -0.63 -0.53 0.15
H 0.3477 2.4387 -0.5493 -0.36 -0.63 0.33
H 0.0728 1.9276 1.1220 -0.40 -0.32 -0.39
H -0.6583 0.3818 -1.5018 -0.38 0.18 0.56
H -2.7589 0.3628 0.5911 0.50 -0.44 -0.43
H -0.7656 -0.3900 1.4522 -0.24 -0.14 -0.68
H -0.0756 -1.9972 -1.1007 -0.09 0.14 -0.05
H 0.2545 -2.4358 0.5510 -0.07 -0.37 0.29
```
Forces are in eV/Å.

Calculated values
Highest occupied orbital energy = -9.07 eV
SMILES string = C1=CC[C@@H]2N[C@H]2C1
E_tot = -7855.0487 eV
ΔE to the lowest compared entry with this formula, charge and spin = 3.111 eV
Kohn-Sham gap = 10.221 eV

Table of Löwdin atomic charges, one value per atom, all in e: number 1, C, carries -0.091; number 2, C, carries -0.112; number 3, C, carries -0.154; number 4, C, carries -0.309; number 5, N, carries 0.080; number 6, C, carries -0.298; number 7, C, carries -0.158; number 8, H, carries 0.096; number 9, H, carries 0.105; number 10, H, carries 0.109; number 11, H, carries 0.114; number 12, H, carries 0.147; number 13, H, carries 0.098; number 14, H, carries 0.153; number 15, H, carries 0.121; number 16, H, carries 0.099

***

Question: Which value of Kohn-Sham gap does entry 1 give?
Answer: 8.692 eV